{"formula": "C7H19NO3Tl", "method": "wB97M-V/def2-TZVPD", "elements": ["Tl", "O", "O", "O", "N", "C", "C", "C", "C", "C", "C", "C", "H", "H", "H", "H", "H", "H", "H", "H", "H", "H", "H", "H", "H", "H", "H", "H", "H", "H", "H"], "positions_angstrom": [[17.755670, 6.466530, -1.429920], [16.244670, 7.264700, -0.219380], [17.703710, 6.365130, 1.274210], [18.227010, 8.576580, -3.091640], [18.108070, 8.740560, -0.229430], [18.296330, 9.873110, -2.483750], [17.584330, 9.810520, -1.110610], [17.707770, 8.792890, 1.167840], [18.330480, 7.544530, 1.774560], [15.109290, 8.092500, -0.659830], [18.119710, 5.197260, 1.974620], [18.631500, 8.525390, -4.477720], [18.079930, 9.226050, -5.104580], [14.863620, 8.662860, 0.235950], [18.013020, 9.657330, 1.757490], [19.124020, 4.777430, 1.918010], [16.192310, 7.128350, 0.729440], [17.614530, 10.741850, -0.545100], [17.399820, 4.485960, 1.569750], [14.244260, 7.480010, -0.914150], [19.685150, 8.795390, -4.548590], [19.355190, 10.131490, -2.471760], [15.257010, 8.861050, -1.418530], [16.497680, 9.751640, -1.172550], [18.575070, 7.484440, -4.796060], [18.277350, 7.670330, 2.855970], [17.765160, 10.718420, -2.921250], [19.403030, 7.493890, 1.587020], [16.628780, 8.936660, 1.111180], [17.835670, 5.425920, 3.001820], [19.103850, 8.635820, -0.361960]], "forces_ev_per_a": [[1.756, 0.300, -0.638], [-3.722, 1.779, -2.142], [1.634, 0.939, -0.265], [-1.445, 0.137, 0.741], [0.407, 2.986, -0.968], [0.014, -0.180, 1.008], [0.975, -1.165, -0.316], [-0.034, -0.914, -0.312], [-0.154, 0.411, 0.876], [-1.305, -0.043, 1.357], [-1.766, -1.487, 1.001], [1.173, -0.183, -0.587], [-0.438, -0.254, 0.193], [-0.498, -0.060, 0.162], [0.953, 0.458, -0.511], [0.301, 0.804, -0.449], [-0.254, -1.154, 0.563], [0.803, 0.474, 0.220], [0.296, -0.544, 0.387], [0.048, -0.136, -0.037], [0.104, 0.106, 0.139], [0.052, 0.327, 0.543], [0.524, -1.035, -0.572], [0.258, -0.156, -0.262], [-0.407, 0.227, -0.112], [-0.448, -0.636, 0.260], [-0.136, -0.427, -1.197], [0.204, 0.170, -0.228], [0.113, -0.295, 0.853], [0.318, -0.533, 0.258], [0.674, 0.085, 0.034]], "orbital_gap_ev": 3.94, "energy_ha": -729.61314, "e_homo_ev": -21.523, "spin_multiplicity": 1, "largest_force_ev_per_a": 4.6, "charge": 3, "e_above_lowest_kcal_mol": 66.0}

***

{"formula": "C7H19NP", "method": "wB97M-V/def2-TZVPD", "elements": ["P", "N", "C", "C", "C", "C", "C", "C", "C", "H", "H", "H", "H", "H", "H", "H", "H", "H", "H", "H", "H", "H", "H", "H", "H", "H", "H", "H"], "positions_angstrom": [[-0.991161, -0.575566, 0.781596], [-0.631699, 0.185036, -1.932571], [2.149370, -1.460150, 0.234036], [-2.811300, -0.182018, 0.880095], [0.157392, 2.310690, 1.153213], [3.121837, -0.390788, 0.321697], [-0.443074, 0.560329, -0.504208], [0.322998, 1.793045, -0.269994], [-1.179608, -2.154376, -0.193353], [3.925860, -0.489582, -0.404694], [1.526478, -1.701356, 1.076187], [-2.009317, -2.145233, -0.902731], [0.030403, 2.570447, -0.985703], [1.415264, 1.626724, -0.441034], [-0.938826, -0.801406, -1.942192], [2.128828, -2.108737, -0.625297], [-2.941525, 0.806772, 1.309056], [-1.407659, -2.925954, 0.541555], [0.232914, 0.283569, -2.482066], [-0.246608, -2.444479, -0.673570], [-3.267709, -0.908075, 1.548741], [0.472182, 1.553119, 1.868212], [-3.303347, -0.230459, -0.090234], [2.645995, 0.598257, 0.134211], [0.753932, 3.205699, 1.301117], [-1.353926, 0.765597, -2.383986], [-0.881607, 2.553160, 1.350699], [3.523917, -0.294253, 1.331210]], "forces_ev_per_a": [[-0.748, -0.454, -0.078], [-0.081, -0.087, 0.095], [-0.518, -0.337, -0.266], [0.412, 0.101, 0.000], [0.044, -0.038, -0.032], [0.296, 0.979, 0.093], [0.295, -0.424, -0.065], [0.433, 0.355, -0.040], [0.158, 0.286, 0.346], [0.092, 0.009, 0.074], [-0.074, -0.120, 0.120], [-0.050, -0.001, -0.085], [-0.009, 0.023, -0.063], [-0.589, 0.046, -0.159], [0.126, 0.346, -0.303], [-0.033, -0.185, -0.091], [-0.084, 0.093, 0.059], [-0.041, -0.064, -0.043], [-0.166, -0.079, 0.122], [0.037, -0.057, -0.034], [-0.052, -0.060, 0.055], [0.063, 0.062, 0.089], [-0.060, 0.002, -0.024], [0.332, -0.319, 0.071], [0.040, 0.050, 0.034], [0.151, -0.169, 0.055], [-0.151, 0.084, 0.089], [0.178, -0.043, -0.019]], "orbital_gap_ev": [8.67, 6.63], "energy_ha": -673.83816, "e_homo_ev": [-12.161, -11.249], "spin_multiplicity": 1, "largest_force_ev_per_a": 1.0, "charge": 1, "e_above_lowest_kcal_mol": 75.4}

***

{"formula": "C7H19O4", "method": "wB97M-V/def2-TZVPD", "elements": ["O", "O", "O", "O", "C", "C", "C", "C", "C", "C", "C", "H", "H", "H", "H", "H", "H", "H", "H", "H", "H", "H", "H", "H", "H", "H", "H", "H", "H", "H"], "positions_angstrom": [[2.683596, 0.695162, -0.164655], [2.052494, -1.010332, -1.915060], [1.937378, 0.392050, 2.890917], [0.862782, 2.387087, 0.417651], [-1.626336, -1.200884, 0.494995], [-0.232250, -1.876074, 0.512130], [-2.302547, -0.968636, 1.656929], [-2.159360, -0.746979, -0.792211], [-0.460615, 1.425318, -1.308862], [-0.979828, -0.118582, -1.644028], [-0.358184, 1.681805, 0.195553], [-0.998414, 2.335942, 0.515870], [-2.738878, -1.515143, -1.291411], [0.667248, 1.460817, -1.704112], [-2.855900, 0.146725, -0.417037], [-0.786722, -0.172313, -2.773353], [1.918747, 1.282251, 2.490414], [1.842284, 1.813079, 0.267699], [-0.997474, 2.149750, -1.903762], [-3.225458, -0.664901, 1.532136], [-0.332443, 0.796818, 0.972829], [0.280156, -0.811350, 0.835487], [2.486212, -0.631241, -1.131906], [-0.174278, -2.820370, 1.110328], [-0.130223, -0.818316, -1.551112], [2.072335, -0.241188, 2.221948], [3.191408, 0.399129, 0.563325], [1.924064, -0.094667, -2.283627], [-1.823148, -1.121660, 2.649227], [0.263364, -2.153285, -0.446315]], "forces_ev_per_a": [[-0.557, 0.908, -0.369], [-0.273, 0.906, -1.712], [-0.210, 1.599, 1.860], [2.096, 0.272, 0.510], [0.522, -2.132, 2.235], [0.421, 2.264, 0.290], [5.766, -2.214, -0.656], [-0.806, 3.803, -0.610], [1.760, -3.876, -0.381], [1.943, 0.844, -1.275], [5.772, -3.325, -0.332], [-4.430, 3.402, 1.802], [-0.025, -0.081, -0.334], [-2.481, -0.101, 0.839], [0.857, -1.829, -1.514], [-2.170, 0.057, 0.809], [-0.131, -0.782, -0.296], [-2.430, -0.307, -0.478], [-0.472, 0.290, 0.220], [-4.554, 2.037, 0.047], [-0.537, 1.289, -2.066], [0.146, -3.326, -0.224], [0.282, 0.227, 1.234], [0.030, 1.411, 0.353], [-0.134, 0.833, 0.962], [0.136, -0.778, -1.624], [1.032, -0.295, 1.088], [-0.102, -1.450, -0.033], [-0.662, -0.153, -0.856], [-0.788, 0.508, 0.514]], "orbital_gap_ev": 8.36, "energy_ha": -578.95413, "e_homo_ev": -4.837, "spin_multiplicity": 1, "largest_force_ev_per_a": 6.7, "charge": -1, "e_above_lowest_kcal_mol": 84.9}

***

{"formula": "C7H20BrO5", "method": "wB97M-V/def2-TZVPD", "elements": ["Br", "O", "O", "O", "O", "O", "C", "C", "C", "C", "C", "C", "C", "H", "H", "H", "H", "H", "H", "H", "H", "H", "H", "H", "H", "H", "H", "H", "H", "H", "H", "H", "H"], "positions_angstrom": [[0.194823, -1.322980, 0.800118], [-0.361667, 3.113200, 4.562918], [-0.591937, 1.570630, 2.271818], [-2.885267, -0.346320, -0.678512], [3.579413, -1.193150, 0.868518], [2.061053, -1.482410, -2.077792], [-2.306467, -1.247870, -2.738802], [3.183703, -2.143260, -1.493302], [-4.272607, 0.431130, -2.331802], [0.660203, 2.141200, 2.581058], [4.016423, -1.257870, -0.459642], [-2.859187, 0.001620, -1.983942], [0.671993, 2.261740, 4.096628], [0.710623, 3.149470, 2.170008], [3.826543, -2.622720, -2.231522], [-1.999007, -0.615770, -0.426432], [4.008373, -0.253610, -0.883312], [2.630523, -1.088570, 0.767098], [-4.593077, 1.437710, -2.063122], [0.557603, 1.281590, 4.559588], [-4.423637, 0.385400, -3.410322], [-2.945077, -2.122740, -2.616832], [2.850063, -2.997830, -0.904662], [-0.152447, 3.073270, 5.498988], [5.058853, -1.539740, -0.311332], [-0.482167, 0.756880, 1.774458], [-2.127817, 0.777080, -2.211642], [1.292883, -1.692410, -1.541682], [-2.145967, -0.972040, -3.781042], [-1.270407, -1.471650, -2.484632], [-5.010587, -0.293270, -1.987232], [1.606783, 2.756950, 4.359388], [1.517473, 1.526340, 2.306958]], "forces_ev_per_a": [[-0.042, -0.027, -0.247], [-0.016, -0.049, 0.350], [-0.105, 0.462, -0.304], [-0.236, 0.140, 2.583], [-0.552, -0.395, -0.223], [1.247, -0.230, -0.297], [-0.169, 1.094, -1.031], [0.215, -0.128, 1.940], [-0.418, -0.399, -1.512], [-1.112, -0.347, 1.335], [0.298, 0.186, -1.192], [0.379, -1.091, -1.621], [0.660, 0.419, -0.852], [0.231, 0.060, -0.271], [0.116, 0.655, -0.452], [0.476, -0.210, 0.601], [0.103, 0.300, -0.247], [-0.971, 0.110, 0.763], [0.396, -0.065, 0.508], [0.260, -0.184, -0.105], [0.236, 0.140, -0.352], [0.047, 0.039, -0.081], [-0.321, -0.141, 0.178], [-0.690, 0.533, 0.300], [0.151, -0.450, -0.856], [0.224, -0.533, -0.337], [-0.031, 0.606, 0.103], [-0.298, 0.169, 0.523], [-0.612, -0.239, -0.504], [-0.139, -0.048, 0.876], [0.150, -0.018, 0.535], [0.541, -0.346, 0.270], [-0.017, -0.015, -0.382]], "orbital_gap_ev": 8.63, "energy_ha": -3228.97639, "e_homo_ev": -5.390, "spin_multiplicity": 1, "largest_force_ev_per_a": 2.6, "charge": -1, "e_above_lowest_kcal_mol": 0.0}

***

{"formula": "C7H20ClGaOSiSn", "method": "wB97M-V/def2-TZVPD", "elements": ["Sn", "Ga", "Cl", "Si", "O", "C", "C", "C", "C", "C", "C", "C", "H", "H", "H", "H", "H", "H", "H", "H", "H", "H", "H", "H", "H", "H", "H", "H", "H", "H", "H", "H"], "positions_angstrom": [[-0.046300, -0.351700, -0.768903], [-0.180827, -2.051695, -2.918680], [-1.586971, -1.451082, -1.636900], [0.148900, 1.289522, 2.619598], [0.057251, 0.518952, 1.028663], [-0.119333, 3.153280, 2.638675], [1.079486, -0.863670, -2.313564], [1.834422, 0.944801, 3.342128], [-1.148010, 0.517801, 3.716525], [-0.344481, 1.688312, -0.552534], [-0.973920, -1.458979, -4.630174], [0.135403, -3.932529, -2.397416], [-2.154238, 0.720973, 3.295569], [1.996122, -0.151148, 3.396782], [2.611868, 1.402217, 2.696612], [-2.082532, -1.518053, -4.616027], [-1.078162, 0.953022, 4.734702], [-0.140959, 1.982435, 0.500360], [0.656223, 3.652820, 2.022600], [0.455481, -4.543759, -3.269026], [-0.983491, -0.578421, 3.769814], [-1.387207, 1.964654, -0.817460], [0.358534, 2.226871, -1.225386], [-0.046288, 3.521892, 3.682255], [-0.778884, -4.408816, -1.985662], [-0.626786, -2.091520, -5.475998], [1.895961, 1.380114, 4.360739], [-0.701670, -0.411002, -4.876071], [1.384508, -0.086036, -3.048131], [0.931504, -4.022608, -1.628493], [1.960997, -1.387799, -1.882952], [-1.126601, 3.391150, 2.238357]], "forces_ev_per_a": [[5.320, 4.172, 6.101], [2.639, -3.894, -5.456], [-12.132, -2.433, 0.711], [-0.060, -2.877, -3.051], [1.705, -1.706, 10.696], [-0.070, 0.323, -0.214], [5.142, 0.826, -1.581], [0.423, 0.082, 0.355], [-0.317, -0.042, 0.450], [-1.402, 4.509, -3.637], [-0.459, -0.168, -1.276], [0.080, -1.183, -0.164], [0.466, -0.227, 0.287], [-0.009, 0.609, -0.075], [-0.289, -0.322, 0.394], [0.447, 0.011, -0.028], [-0.184, -0.226, -0.267], [-0.574, 1.000, -2.670], [-0.507, -0.104, 0.287], [-0.099, 0.147, 0.343], [-0.189, 0.601, -0.063], [0.245, 0.354, -0.208], [-0.390, 0.254, -0.255], [-0.031, -0.134, -0.381], [0.376, 0.189, -0.164], [-0.160, 0.295, 0.234], [0.180, -0.180, -0.310], [-0.070, -0.462, 0.255], [0.031, -0.196, 0.473], [-0.432, 0.214, -0.344], [-0.265, 0.529, -0.603], [0.582, 0.039, 0.162]], "orbital_gap_ev": [3.39, 2.08], "energy_ha": -3242.43379, "e_homo_ev": [1.783, 3.284], "spin_multiplicity": 1, "largest_force_ev_per_a": 12.4, "charge": -2, "e_above_lowest_kcal_mol": 230.6}

***

{"formula": "C7H20N6O2", "method": "wB97M-V/def2-TZVPD", "elements": ["O", "O", "N", "N", "N", "N", "N", "N", "C", "C", "C", "C", "C", "C", "C", "H", "H", "H", "H", "H", "H", "H", "H", "H", "H", "H", "H", "H", "H", "H", "H", "H", "H", "H", "H"], "positions_angstrom": [[2.079560, -2.576203, -0.384859], [1.528725, 2.128337, -0.581065], [0.771863, -0.448071, -1.398431], [1.192183, 0.939145, 1.842375], [-3.105189, -0.678539, -0.894323], [-0.418296, -0.471167, -1.158389], [-2.561342, 1.653259, -1.091128], [-1.014011, -1.812066, 0.939189], [0.888069, -0.255256, 1.026384], [2.771960, -1.380646, -0.581552], [2.515259, 1.146380, -0.637312], [-2.879950, 0.636359, -0.116527], [-0.616335, -0.503574, 0.681203], [1.757744, -0.205864, -0.396402], [-1.709701, 0.556575, 0.916947], [-0.339284, -2.494232, 0.460673], [-1.091706, -2.080001, 1.887655], [-1.295333, 1.585599, 0.897940], [3.232467, 1.249706, 0.218652], [-2.176026, 0.345066, 1.844379], [-2.112267, -0.734485, -1.251890], [1.750986, 2.970351, -0.840574], [2.357907, -3.365635, -0.828524], [3.615538, -1.281949, 0.144480], [2.180506, 1.046869, 2.212356], [3.099675, -1.219186, -1.603130], [-3.792490, -0.571885, -1.684769], [0.982083, 1.769494, 1.194466], [-1.915538, 1.356297, -1.907178], [1.153439, -1.248435, 1.511217], [3.019757, 1.029565, -1.676195], [-3.151398, 2.408145, -1.298954], [0.534063, 1.110056, 2.518867], [-3.882335, 0.996072, 0.372185], [-3.370569, -1.600073, -0.337760]], "forces_ev_per_a": [[-1.277, 0.651, 0.988], [-1.820, -2.556, 1.248], [-1.886, 0.981, -1.543], [1.851, 1.533, -2.622], [-0.489, -1.459, 0.795], [2.067, -0.586, 2.835], [2.548, -2.340, -1.606], [0.761, -1.999, -2.532], [0.540, -2.128, -1.143], [0.148, 0.590, 0.682], [0.336, -1.611, -0.832], [-1.795, 2.108, -0.328], [1.018, 1.953, -2.615], [-0.098, -0.641, 1.894], [0.503, -0.292, -0.475], [-1.273, 1.078, 0.966], [-0.262, -0.111, 1.225], [-0.314, -0.642, 0.176], [-0.048, -0.011, -1.053], [-0.270, -0.044, 1.329], [-0.915, -1.016, -0.505], [1.289, 3.011, -1.188], [0.805, -0.283, -0.633], [-0.449, 0.009, -0.601], [-1.444, -0.371, -0.424], [0.436, -0.406, -0.161], [0.857, 0.162, 0.985], [1.037, -0.798, 0.276], [-1.539, 0.911, 2.000], [0.269, 1.727, -0.044], [-0.571, 0.597, 1.868], [-1.152, 0.647, -0.207], [-1.776, -0.068, 2.926], [1.991, -1.061, -0.579], [0.922, 2.465, -1.105]], "orbital_gap_ev": 9.65, "energy_ha": -757.04842, "e_homo_ev": -15.847, "spin_multiplicity": 1, "largest_force_ev_per_a": 3.8, "charge": 2, "e_above_lowest_kcal_mol": 57.3}